No. 1
C17H30MoN4O4STe | ωB97M-V/def2-TZVPD

Structure (ORCA input):
```
! wB97M-V def2-TZVPD RIJCOSX def2/J DEFGRID3
* xyz 2 1
C 0.367 -3.212 -1.175
H 0.646 -3.294 -2.224
C 0.088 2.287 4.143
H -2.015 2.741 4.496
C 1.457 -3.845 1.616
H -3.993 2.861 1.599
C -2.241 2.179 0.515
H 0.005 -5.421 1.471
H -0.766 -4.982 -0.838
O 3.671 0.756 -0.227
H -0.684 -3.829 1.409
C -0.598 1.769 -3.708
C 0.278 2.440 -5.835
H -4.324 2.209 -0.001
H -1.936 1.393 -0.171
H -1.312 2.932 2.259
C 0.663 0.232 -2.269
N -0.116 1.076 3.334
H -1.369 1.804 -2.950
C -1.090 2.594 5.055
H -3.934 1.113 1.330
H -1.613 3.093 -5.049
O 1.651 0.775 0.720
C 0.162 -4.428 1.052
H 2.192 1.641 -6.384
H 2.256 -2.020 2.155
H -2.006 3.133 0.043
Te 3.690 -1.290 -0.087
N -1.373 2.090 1.704
O -0.124 0.406 -1.273
C 0.542 0.990 -3.508
C -0.731 2.492 -4.879
N 1.393 -2.358 1.736
C 1.551 0.932 -4.468
Mo 0.873 -1.054 -0.055
S -1.046 -0.573 1.455
H 0.999 2.123 4.715
H 0.967 -5.203 -0.790
H 1.671 -4.262 2.599
H 0.155 0.192 3.728
H -1.434 -2.538 -0.413
N -0.664 -2.215 -0.988
H 2.429 0.323 -4.298
C 2.673 1.349 0.292
O 1.546 -0.667 -2.063
H 2.308 -4.095 0.975
C -0.815 1.011 2.207
H -1.252 1.783 5.763
H -0.892 3.503 5.622
H 0.174 3.009 -6.750
H 2.757 2.435 0.364
C 0.162 -4.538 -0.471
H 0.313 3.113 3.466
C -3.707 2.084 0.889
H 1.351 -2.777 -0.745
C 1.416 1.668 -5.632
H 0.642 -2.133 2.384
H -1.013 -1.800 -1.846
*
```

Values from the calculation:
largest force on an atom	0.498	eV Å⁻¹
energy above the lowest of the compared OMol25 structures with the same formula, charge and spin	0.0	kcal/mol
HOMO level (spin up / spin down)	-14.08 / -14.08	eV
electronic energy	-52238.801	eV
frontier orbital gap (spin up / spin down)	7.28 / 7.28	eV

Here are the Mulliken charges for atoms 1 to 5, given in e: 0.4986 0.5263 -0.8403 0.2783 -0.6631

=====

No. 2
C2H6NS | ωB97M-V/def2-TZVPD

Structure (ORCA input):
```
! wB97M-V def2-TZVPD RIJCOSX def2/J DEFGRID3
* xyz -1 1
H -0.644 1.379 1.601
C -1.682 0.144 0.291
H -1.639 -0.616 -0.478
H 0.885 -0.447 -0.397
C -0.536 0.563 0.884
N 0.708 0.193 0.477
H 2.522 -0.526 -2.276
H -2.641 0.491 0.650
S 1.591 -1.433 -1.920
H 1.434 0.250 1.168
*
```

Values from the calculation:
largest force on an atom	1.524	eV Å⁻¹
energy above the lowest of the compared OMol25 structures with the same formula, charge and spin	10.1	kcal/mol
HOMO level	-3.06	eV
electronic energy	-14497.005	eV
frontier orbital gap	7.30	eV

Here are the Mulliken charges for atoms 1 to 5, given in e: 0.2635 -0.8904 0.2441 0.0352 0.0602

=====

No. 3
C7H11BrN5 | ωB97M-V/def2-TZVPD

Structure (ORCA input):
```
! wB97M-V def2-TZVPD RIJCOSX def2/J DEFGRID3
* xyz 1 1
N 3.390 -0.191 -1.331
H 0.133 1.831 -3.042
C -0.522 0.634 -1.295
N -1.382 -0.530 1.823
H -1.628 0.849 -1.053
N 3.523 -0.592 -0.014
H -0.541 0.477 -3.457
C -2.751 -0.325 2.154
C 1.466 0.350 -2.798
H -3.362 -1.163 2.560
H 2.238 -0.800 1.511
H -0.552 -0.171 0.699
H -3.417 0.482 1.764
C 0.026 0.843 -2.666
H 1.922 1.171 -3.314
N 0.069 -0.005 -0.334
C 2.137 0.047 -1.551
C 2.356 -0.685 0.494
C -1.759 0.064 3.151
H -1.037 -1.408 2.172
H -1.489 1.021 3.464
H 1.485 -0.561 -3.349
Br -1.653 -1.051 4.850
N 1.348 -0.288 -0.437
*
```

Values from the calculation:
largest force on an atom	4.759	eV Å⁻¹
energy above the lowest of the compared OMol25 structures with the same formula, charge and spin	38.0	kcal/mol
HOMO level	-13.61	eV
electronic energy	-84919.206	eV
frontier orbital gap	9.22	eV

Here are the Mulliken charges for atoms 1 to 5, given in e: -0.3994 0.3349 0.0658 -0.3368 0.3198